Version i
The following is a DFT calculation (ωB97M-V with the def2-TZVPD basis set) of C2H2FNO2 in the gas phase.

Atoms and positions in Å:
O  1.6585  1.2462  0.5985
C  1.3397  0.3699  -0.1796
C  0.0747  -0.2614  -0.4445
N  -1.1940  0.1014  0.4521
O  -1.3142  0.7075  1.4266
F  -2.3213  -0.8343  0.0814
H  2.0252  -0.2039  -0.9382
H  -0.2687  -1.1254  -0.9962

Summary:
- Kohn-Sham gap (spin up / spin down) (eV) = 8.1 / 8.3
- HOMO (spin up / spin down) (eV) = -9.935 / -10.000
- LUMO level (spin up / spin down) (eV) = -1.810 / -1.654
- SMILES string = O=C/C=[N+](\[O-])F
- molar mass (g mol⁻¹) = 91.04



Version ii
The following is a DFT calculation (ωB97M-V with the def2-TZVPD basis set) of 2 unconnected molecules or ions with the total composition C2H2FNO2.

Atoms and positions in Å:
C  0.7911  0.2719  0.6270
C  0.1878  0.0968  -0.6706
N  -1.5159  -0.8963  -0.1900
O  1.6277  -0.3949  1.1631
O  -2.1681  -0.2301  0.4822
F  0.7299  -0.8581  -1.5123
H  0.4786  1.1006  1.2698
H  -0.1311  0.9100  -1.1693

Summary:
- Kohn-Sham gap (eV) = 8.2
- HOMO (eV) = -9.168
- LUMO level (eV) = -0.996
- molar mass (g mol⁻¹) = 91.04



The structure with the least stability is version i.



Version i
The following is a DFT calculation (ωB97M-V with the def2-TZVPD basis set) of a gas-phase ion, H4N2O2P (charge -1).

Atoms and positions in Å:
N  -1.4423  -0.0978  0.3143
N  -0.2186  0.6510  0.5473
P  1.1684  -0.0956  -0.1655
O  1.0999  -1.5993  0.1529
O  2.3917  0.6925  0.1432
H  -1.9200  -0.1534  -0.6841
H  -1.2003  -1.0809  0.5158
H  -0.4086  1.6202  0.6477
H  0.5298  0.0633  -1.4715

Summary:
- Kohn-Sham gap (eV) = 8.9
- HOMO (eV) = -4.198
- LUMO level (eV) = 4.750
- SMILES string = NN[P@H](=O)[O-]
- molar mass (g mol⁻¹) = 95.02
- total charge = -1



Version ii
The following is a DFT calculation (ωB97M-V with the def2-TZVPD basis set) of a gas-phase ion, H4N2O2P (charge -1).

Atoms and positions in Å:
N  -0.9804  -0.7307  0.8754
N  -0.8926  0.1880  -0.2454
P  0.7610  0.4895  -0.6412
O  1.7199  0.5547  0.5302
O  0.8417  1.5674  -1.6307
H  -0.8561  -1.7115  0.5979
H  -0.1968  -0.6354  1.4081
H  -1.0825  1.1973  0.3023
H  0.6858  -0.9195  -1.1966

Summary:
- Kohn-Sham gap (eV) = 9.6
- HOMO (eV) = -4.808
- LUMO level (eV) = 4.793
- SMILES string = NN[P@H](=O)[O-]
- molar mass (g mol⁻¹) = 95.02
- total charge = -1



The structure with the least stability is version ii.



Version i
The following is a DFT calculation (ωB97M-V with the def2-TZVPD basis set) of a molecular structure, BeFH12O6.

Atoms and positions in Å:
Be  -19.2460  4.2340  -14.4160
F  -18.2620  4.1500  -15.6030
O  -20.2420  5.5900  -14.5290
H  -21.0510  5.5560  -13.9990
H  -19.9200  6.4470  -14.3000
O  -17.6680  2.6570  -18.2460
H  -17.9830  3.2630  -17.5950
H  -16.8590  3.0830  -18.6060
O  -20.0590  2.8150  -14.1740
H  -20.0880  2.1080  -14.8570
H  -20.0150  2.2430  -13.3950
O  -18.2740  4.4190  -13.0770
H  -17.3150  4.5750  -13.1750
H  -18.3900  4.2890  -12.1390
O  -16.0160  4.9360  -16.4440
H  -16.9810  4.8700  -16.2470
H  -15.9960  5.5510  -17.1700
O  -16.7730  1.9430  -15.1040
H  -17.0480  2.7810  -15.4240
H  -16.9210  1.2730  -15.7940

Summary:
- Kohn-Sham gap (eV) = 9.3
- HOMO (eV) = -13.708
- LUMO level (eV) = -4.387
- molar mass (g mol⁻¹) = 136.10
- total charge = +1



Version ii
The following is a DFT calculation (ωB97M-V with the def2-TZVPD basis set) of a molecular structure, BeFH12O6.

Atoms and positions in Å:
Be  0.2615  0.8849  -0.3829
F  -0.6925  -0.2801  -0.2539
O  -0.4925  2.2639  -1.1639
H  -1.4045  2.0389  -1.4009
H  -0.0515  2.7839  -1.8549
O  1.8505  -1.0181  0.9921
H  2.7915  -1.3431  0.8851
H  1.2915  -1.7971  0.9791
O  1.6585  0.6829  -1.2829
H  2.0775  -0.1541  -1.3849
H  1.9925  1.1959  -2.0239
O  -2.1135  -0.8501  1.8231
H  -2.8555  -0.3161  1.5531
H  -1.5435  -0.8141  1.0151
O  0.5855  1.4679  1.1411
H  0.9435  0.7639  1.7321
H  -0.2895  1.7279  1.5631
O  -1.1195  -2.7261  -0.7309
H  -0.8435  -1.7901  -0.6909
H  -2.0465  -2.7211  -0.5149

Summary:
- Kohn-Sham gap (eV) = 9.4
- HOMO (eV) = -13.577
- LUMO level (eV) = -4.185
- molar mass (g mol⁻¹) = 136.10
- total charge = +1



The structure with the least stability is version i.



Version i
The following is a DFT calculation (ωB97M-V with the def2-TZVPD basis set) of 3 unconnected molecules or ions with the total composition C5H15NO2.

Atoms and positions in Å:
C  -1.5103  -0.2838  -1.8932
C  -1.3566  0.6985  -1.0065
C  -1.4822  0.5911  0.4856
C  -1.4075  -0.8172  1.0924
C  -0.0892  -1.5460  0.8924
N  1.1156  -0.8270  1.3558
H  -1.4490  -0.0859  -2.9556
H  -1.7220  -1.3018  -1.5946
H  -1.1788  1.7019  -1.3803
H  -2.4133  1.0750  0.7941
H  -0.7079  1.2124  0.9455
H  -1.5869  -0.7283  2.1677
H  -2.2116  -1.4459  0.6970
H  -0.1044  -2.5011  1.4162
H  0.0720  -1.7864  -0.1524
H  1.2538  -1.0017  2.3400
H  1.0044  0.1831  1.2691
O  2.1123  -0.2029  -1.2783
H  1.2369  -0.2709  -1.6418
H  2.0566  -0.6706  -0.4262
O  1.5250  2.1235  0.2225
H  1.8453  1.4751  -0.4378
H  2.2260  2.7283  0.3462

Summary:
- Kohn-Sham gap (eV) = 10.6
- HOMO (eV) = -9.647
- LUMO level (eV) = 0.920
- SMILES string = C=CCCCN.O.O
- molar mass (g mol⁻¹) = 121.18



Version ii
The following is a DFT calculation (ωB97M-V with the def2-TZVPD basis set) of 3 unconnected molecules or ions with the total composition C5H15NO2.

Atoms and positions in Å:
C  0.1624  -1.3939  -1.4734
N  -0.3591  -0.6124  -0.2882
C  -0.0079  0.7941  -0.7040
C  -0.4985  1.5999  0.4174
C  -0.5340  0.5716  1.5949
C  0.2149  -0.6431  1.1483
H  1.1373  -1.0266  -1.7868
H  0.3228  -2.4853  -1.1317
H  -0.4800  -1.3838  -2.2993
H  1.1146  0.7759  -0.7098
H  -0.3968  1.0995  -1.6818
H  0.1396  2.4636  0.6416
H  -1.4950  1.9651  0.2725
H  -1.5434  0.2203  1.6104
H  -0.3250  1.1111  2.5081
H  0.0009  -1.6952  1.5245
H  1.2345  -0.5807  0.9387
O  -3.1936  -0.1574  -0.1373
H  -2.2005  -0.5354  -0.2043
H  -3.7627  -0.9321  -0.1437
O  3.1293  0.1924  0.0889
H  3.8613  -0.4256  -0.1116
H  3.4788  1.0779  -0.0732

Summary:
- Kohn-Sham gap (eV) = 9.2
- HOMO (eV) = -8.730
- LUMO level (eV) = 0.445
- SMILES string = CN1CCCC1.O.O
- molar mass (g mol⁻¹) = 121.18



Version iii
The following is a DFT calculation (ωB97M-V with the def2-TZVPD basis set) of 3 unconnected molecules or ions with the total composition C5H15NO2.

Atoms and positions in Å:
C  -1.4263  0.3500  0.1259
C  -1.1472  -0.7105  -0.6527
N  -1.2841  -2.0021  -0.1629
C  -0.5421  -0.5943  -2.0602
C  0.4745  0.5533  -2.2509
C  1.8234  0.1661  -1.6265
H  -1.0976  1.2869  -0.2904
H  -1.8632  0.3041  1.1121
H  -0.9987  -2.7988  -0.7060
H  -2.0301  -2.1744  0.4873
H  -1.4926  -0.3874  -2.5678
H  -0.1169  -1.5296  -2.4147
H  0.0211  1.4592  -1.8902
H  0.5401  0.6568  -3.3373
H  1.8319  0.4319  -0.5757
H  2.5713  0.7765  -2.1394
H  2.0326  -0.8674  -1.8357
O  0.6393  -0.4044  2.2913
H  -0.1207  -0.3879  1.6968
H  1.0736  -1.2550  2.3277
O  0.7424  2.4030  3.3718
H  0.4717  1.5172  3.0854
H  1.5357  2.4885  2.8259

Summary:
- Kohn-Sham gap (eV) = 9.1
- HOMO (eV) = -8.437
- LUMO level (eV) = 0.713
- SMILES string = C=C(N)CCC.O.O
- molar mass (g mol⁻¹) = 121.18



The structure with the least stability is version ii.



Version i
The following is a DFT calculation (ωB97M-V with the def2-TZVPD basis set) of 3 unconnected molecules or ions with the total composition C5H15NO2.

Atoms and positions in Å:
C  -1.9409  1.6240  0.0590
C  -0.8791  0.9317  -0.3921
C  0.5079  1.2021  0.1996
C  0.5497  0.9336  1.6955
N  -1.0221  -0.1624  -1.2452
C  0.0376  -1.0802  -1.6530
H  -2.9960  1.4449  0.0063
H  -1.6726  2.3260  0.8435
H  1.2339  0.7325  -0.4336
H  0.7576  2.2702  0.0622
H  0.0058  1.6187  2.3571
H  0.0413  -0.0092  1.9180
H  1.5544  0.9965  2.1242
H  -1.7742  -0.0639  -1.9047
H  0.8862  -1.1071  -0.9934
H  0.3764  -0.8911  -2.6731
H  -0.3372  -2.1075  -1.5677
O  -1.7915  -2.1827  1.5519
H  -1.2398  -1.7169  2.1813
H  -1.6870  -1.6964  0.7327
O  3.2120  -0.7437  -1.1671
H  3.3653  -1.6504  -1.3950
H  2.8121  -0.6686  -0.3062

Summary:
- Kohn-Sham gap (eV) = 8.5
- HOMO (eV) = -7.914
- LUMO level (eV) = 0.581
- SMILES string = C=C(CC)NC.O.O
- molar mass (g mol⁻¹) = 121.18



Version ii
The following is a DFT calculation (ωB97M-V with the def2-TZVPD basis set) of 4 unconnected molecules or ions with the total composition C5H15NO2.

Atoms and positions in Å:
C  -0.6883  -0.1735  2.6252
C  0.2571  0.2286  1.4929
C  -0.4733  0.8645  0.3560
C  0.1428  1.8320  -0.4968
C  -0.4342  2.4432  -1.5656
N  0.9977  -1.0312  1.2200
H  -0.0959  -0.6818  3.3905
H  -1.2584  0.6919  2.9305
H  -1.4082  -0.9065  2.2238
H  1.0037  0.9922  1.7481
H  -1.3245  0.3498  -0.0973
H  -0.3771  -2.6909  0.0554
H  1.1876  2.0089  -0.2193
H  0.1458  3.2846  -2.0026
H  -1.4851  2.1920  -1.7827
H  1.4669  -1.0244  0.3184
H  0.2641  -1.7348  1.0949
H  1.0280  0.1824  -1.2121
H  1.1643  -0.7658  -2.3469
O  1.7122  -0.1717  -1.7965
H  -0.6153  -1.9401  -1.1965
H  -0.6526  -2.4128  -2.5717
O  -0.5575  -1.5363  -2.1677

Summary:
- Kohn-Sham gap (eV) = 3.9
- HOMO (eV) = -7.130
- LUMO level (eV) = -3.243
- molar mass (g mol⁻¹) = 121.18



Version iii
The following is a DFT calculation (ωB97M-V with the def2-TZVPD basis set) of 2 unconnected molecules or ions with the total composition C5H15NO2.

Atoms and positions in Å:
C  -0.7392  -0.2967  -2.2535
N  -0.7135  -0.5880  -0.8152
C  0.3421  0.0970  -0.1027
C  0.1437  0.0223  1.4135
C  -1.0511  0.8484  1.8947
C  -0.9779  1.2302  3.3670
O  -2.2802  0.1026  1.6914
H  0.2413  -0.1032  -2.6668
H  -1.5668  0.3490  -2.5466
H  -1.0764  -1.2233  -2.7545
H  -1.6120  -0.3467  -0.4211
H  0.4434  1.1516  -0.3767
H  1.3088  -0.3676  -0.3192
H  0.0646  -1.0297  1.7123
H  1.0230  0.4189  1.9315
H  -1.1277  1.7398  1.2766
H  -1.8319  1.8336  3.6279
H  -0.9954  0.3385  3.9809
H  -0.0144  1.7214  3.5311
H  -2.0541  -0.8434  1.6380
O  4.3212  -1.6663  -4.9668
H  3.5599  -1.1831  -4.6299
H  4.5926  -2.2051  -4.2117

Summary:
- Kohn-Sham gap (eV) = 9.4
- HOMO (eV) = -8.785
- LUMO level (eV) = 0.580
- SMILES string = CNCC[C@H](C)O.O
- molar mass (g mol⁻¹) = 121.18



Version iv
The following is a DFT calculation (ωB97M-V with the def2-TZVPD basis set) of 3 unconnected molecules or ions with the total composition C5H15NO2.

Atoms and positions in Å:
C  0.3661  -1.1248  2.2647
C  -0.9472  -0.3819  1.8685
C  -0.6847  1.0853  1.4933
C  -0.1402  1.5475  0.2150
C  -0.3161  0.8784  -0.9197
N  0.0456  1.2234  -2.2085
H  1.2798  -0.5709  2.7271
H  0.6420  -1.6254  1.3130
H  0.2937  -1.9494  2.9279
H  -1.5159  -0.7440  1.0327
H  -1.6077  -0.2961  2.7205
H  -1.6917  1.7042  1.5890
H  -0.0780  1.4295  2.3952
H  0.5081  2.3962  0.3087
H  -0.8677  -0.0212  -0.9221
H  0.3942  2.1606  -2.4141
H  0.0409  0.5909  -3.0815
O  -0.6010  -1.5015  -2.5667
H  0.0911  -1.9697  -2.0719
H  -1.5120  -1.7274  -2.4801
O  2.2436  -0.6770  -1.7115
H  2.6683  0.0523  -1.2112
H  1.3885  -0.4788  -1.2683

Summary:
- Kohn-Sham gap (eV) = 8.3
- HOMO (eV) = -7.635
- LUMO level (eV) = 0.655
- SMILES string = CCC/C=C/N.O.O
- molar mass (g mol⁻¹) = 121.18



The structure with the least stability is version ii.



Version i
The following is a DFT calculation (ωB97M-V with the def2-TZVPD basis set) of a gas-phase ion, C6H11IN (charge +1).

Atoms and positions in Å:
C  0.3862  -0.8071  0.9252
C  -0.4590  0.7592  -0.4621
C  1.4613  -0.6515  -0.2439
C  -0.8949  1.8464  -1.2688
C  1.6700  -1.7579  -1.1490
C  -1.6671  0.5782  1.7043
N  -0.6321  0.2670  0.6812
I  3.1844  0.5450  -0.0579
H  -0.0034  -1.8191  0.8993
H  0.7217  -0.6631  1.9442
H  -1.6269  1.3378  -1.9737
H  -1.3185  2.7006  -0.7894
H  -0.0802  2.2294  -1.9956
H  1.2982  -2.7305  -0.6435
H  0.9283  -1.6609  -2.0592
H  2.6904  -1.8950  -1.4177
H  -1.5974  -0.3134  2.3502
H  -2.6928  0.6136  1.3001
H  -1.3681  1.4214  2.2565

Summary:
- Kohn-Sham gap (spin up / spin down) (eV) = 7.3 / 8.2
- HOMO (spin up / spin down) (eV) = -12.259 / -12.921
- LUMO level (spin up / spin down) (eV) = -4.966 / -4.688
- molar mass (g mol⁻¹) = 224.06
- total charge = +1



Version ii
The following is a DFT calculation (ωB97M-V with the def2-TZVPD basis set) of a gas-phase ion, C6H11IN (charge +1).

Atoms and positions in Å:
C  0.9019  -0.9373  -1.3084
C  0.1993  -0.4398  -0.0715
C  -0.1522  -1.6641  0.8036
N  0.9085  0.6754  0.7590
C  -0.3320  1.5215  0.7437
C  -0.6896  1.8471  -0.6803
C  -1.0022  0.4853  -0.2074
I  -3.0335  -0.1588  -0.0621
H  1.8224  -1.1234  -1.0238
H  0.8481  -0.3271  -2.0860
H  0.3098  -1.8086  -1.5074
H  0.6380  -2.4171  0.6197
H  -1.0756  -2.2254  0.4701
H  -0.1679  -1.4284  1.8152
H  1.7069  1.0616  0.2964
H  1.1596  0.4604  1.7610
H  -0.6390  1.9186  1.6907
H  -1.6127  2.5622  -0.7236
H  0.2104  1.9981  -1.2890

Summary:
- Kohn-Sham gap (eV) = 9.8
- HOMO (eV) = -13.129
- LUMO level (eV) = -3.352
- SMILES string = CC1(C)[NH2+][C@H]2C[C@]21I
- molar mass (g mol⁻¹) = 224.06
- total charge = +1



The structure with the least stability is version i.